# 1
A molecular structure, C38H47IIrN9O2S. Source: the OMol25 dataset; level of theory: ωB97M-V with the def2-TZVPD basis set.

Positions of all 99 atoms, in Å:
Ir1 -0.136 -0.463 -0.098
C1 2.592 -4.033 0.387
C2 1.271 -4.446 -0.195
N1 1.154 -5.649 -0.703
C3 -0.019 -6.028 -1.267
C4 -1.107 -5.207 -1.371
C5 -2.364 -5.693 -2.036
O1 -2.724 -4.781 -3.077
C6 -0.992 -3.902 -0.827
C7 -2.078 -2.966 -0.912
N2 -2.063 -1.690 -0.661
C8 -3.322 -1.079 -0.956
C9 -4.516 -1.538 -0.407
C10 -5.723 -0.956 -0.764
C11 -5.752 0.096 -1.671
C12 -4.569 0.568 -2.222
C13 -3.373 -0.031 -1.858
I1 -1.587 0.577 -2.734
C14 0.184 -3.527 -0.206
O2 0.320 -2.374 0.402
H1 3.301 -4.851 0.289
H2 2.493 -3.770 1.444
H3 2.974 -3.147 -0.128
H4 -0.048 -7.039 -1.654
H5 -3.176 -5.766 -1.302
H6 -2.188 -6.693 -2.431
H7 -3.242 -5.249 -3.740
H8 -3.005 -3.357 -1.322
H9 -4.488 -2.344 0.317
H10 -6.644 -1.329 -0.336
H11 -6.693 0.546 -1.958
H12 -4.582 1.379 -2.938
C15 -2.789 0.939 1.423
N3 -2.293 0.171 2.544
C16 -3.296 -0.354 3.462
C17 -2.437 -0.985 4.537
N4 -1.155 -1.191 3.857
C18 -0.090 -1.694 4.727
C19 -1.102 -0.450 2.716
N5 -0.043 -0.284 1.910
C20 1.284 -0.731 2.341
C21 2.267 -0.045 1.444
N6 1.902 -0.329 0.059
C22 2.780 -0.176 -0.920
N7 3.968 0.509 -0.868
C23 4.791 0.851 0.292
C24 4.731 0.280 -2.100
C25 3.679 -0.229 -3.066
N8 2.646 -0.708 -2.158
C26 1.539 -1.435 -2.736
H13 -3.338 1.798 1.814
H14 -3.467 0.350 0.810
H15 -1.973 1.304 0.816
H16 -3.943 -1.072 2.950
H17 -3.914 0.454 3.848
H18 -2.828 -1.937 4.889
H19 -2.305 -0.323 5.398
H20 -0.581 -2.220 5.542
H21 0.502 -0.888 5.160
H22 0.553 -2.405 4.222
H23 1.374 -1.810 2.267
H24 1.518 -0.419 3.355
H25 3.256 -0.414 1.705
H26 2.245 1.032 1.645
H27 4.274 1.508 0.982
H28 5.655 1.393 -0.089
H29 5.160 -0.033 0.816
H30 5.519 -0.458 -1.929
H31 5.196 1.209 -2.426
H32 4.047 -1.049 -3.680
H33 3.284 0.549 -3.726
H34 1.930 -2.302 -3.271
H35 0.982 -0.816 -3.439
H36 0.868 -1.809 -1.966
N9 -0.031 1.616 -0.341
S1 1.211 2.601 -0.144
C27 1.297 3.620 -1.585
C28 0.201 4.359 -2.019
C29 0.319 5.107 -3.176
C30 1.522 5.120 -3.880
C31 2.612 4.392 -3.430
C32 2.502 3.627 -2.274
C33 0.743 3.798 1.104
C34 -0.150 3.400 2.089
C35 -0.512 4.311 3.073
C36 0.029 5.588 3.076
C37 0.943 5.963 2.098
C38 1.309 5.068 1.104
H37 -0.891 2.138 -0.476
H38 -0.727 4.362 -1.457
H39 -0.522 5.688 -3.530
H40 1.605 5.706 -4.787
H41 3.547 4.421 -3.974
H42 3.340 3.047 -1.903
H43 -0.543 2.391 2.089
H44 -1.224 4.022 3.836
H45 -0.254 6.294 3.845
H46 1.366 6.959 2.101
H47 2.015 5.363 0.338

- electronic energy (Eh) = -2919.192584
- orbital gap (eV) = 7.01
- net charge = +2
- lowest unoccupied orbital energy (eV) = -5.45

# 2
A molecular structure, C28H34N3NaO5S4Sb2. Source: the OMol25 dataset; level of theory: ωB97M-V with the def2-TZVPD basis set.

Positions of all 77 atoms, in Å:
Na1 1.629 -1.560 -0.281
O1 4.941 -6.960 3.498
C1 4.404 -6.093 2.820
S1 5.163 -4.575 2.368
C2 3.832 -3.872 1.425
C3 2.711 -4.629 1.331
S2 1.238 -4.263 0.507
S3 2.780 -6.196 2.171
S4 4.117 -2.307 0.742
C4 -3.718 -4.363 1.941
Sb1 -2.293 -3.161 0.797
C5 -2.322 -1.638 2.326
C6 -3.923 -2.329 -0.461
C7 -4.835 -1.371 0.226
C8 -6.028 -1.884 0.758
C9 -6.959 -1.098 1.414
C10 -6.719 0.263 1.540
C11 -5.550 0.786 1.012
C12 -4.580 0.006 0.367
C13 -3.367 0.768 -0.148
Sb2 -1.332 0.047 -0.691
C14 -0.744 2.122 -0.748
C15 -1.931 0.054 -2.777
H1 -4.549 -3.743 2.282
H2 -3.212 -4.792 2.808
H3 -4.097 -5.182 1.324
H4 -3.347 -1.364 2.584
H5 -1.769 -0.760 1.985
H6 -1.816 -2.047 3.202
H7 -4.477 -3.212 -0.783
H8 -3.430 -1.900 -1.335
H9 -6.228 -2.942 0.628
H10 -7.863 -1.538 1.817
H11 -7.433 0.911 2.035
H12 -5.360 1.849 1.114
H13 -3.145 1.554 0.581
H14 -3.689 1.295 -1.054
H15 -1.563 2.733 -1.133
H16 0.131 2.233 -1.389
H17 -0.473 2.456 0.257
H18 -2.188 1.071 -3.081
H19 -2.795 -0.597 -2.926
H20 -1.095 -0.312 -3.375
N1 0.616 -0.485 2.073
C16 1.512 0.210 2.319
N2 2.535 1.004 2.630
C17 3.723 1.080 1.744
C18 4.013 2.540 1.384
C19 2.704 3.292 1.131
C20 1.845 3.358 2.409
C21 2.217 2.222 3.370
H21 3.508 0.518 0.845
H22 4.570 0.599 2.229
H23 4.625 2.545 0.481
H24 4.592 3.036 2.171
H25 2.162 2.752 0.349
H26 2.903 4.298 0.756
H27 0.788 3.266 2.145
H28 1.968 4.316 2.923
H29 1.402 2.011 4.059
H30 3.094 2.485 3.965
O2 1.056 -0.887 -2.129
C22 1.788 0.118 -1.942
O3 2.127 0.545 -0.820
C23 2.253 0.856 -3.184
C24 2.056 0.294 -4.440
C25 2.453 0.976 -5.585
C26 3.036 2.225 -5.484
C27 3.226 2.775 -4.225
C28 2.847 2.101 -3.074
N3 3.845 4.095 -4.116
O4 4.203 4.646 -5.136
O5 3.971 4.581 -3.018
H31 1.588 -0.680 -4.491
H32 2.307 0.530 -6.560
H33 3.341 2.784 -6.357
H34 3.014 2.536 -2.098

- electronic energy (Eh) = -3863.400804
- orbital gap (eV) = 3.34
- net charge = -2
- lowest unoccupied orbital energy (eV) = 3.06